Record 1
C6H13NO2 | ωB97M-V with the def2-TZVPD basis set

Output
- Electronic energy: -12015.0795 eV
- LUMO energy: 0.58 eV

Geometry as XYZ:
```
22
C6H13NO2 ωB97M-V with the def2-TZVPD basis set
C -0.60 -0.76 0.27
C -1.01 -1.19 -1.13
C -1.86 -0.41 1.06
C 1.89 -0.55 -0.72
O 2.07 -1.74 -0.84
H -0.09 -1.58 0.79
H 1.77 0.13 -1.57
H -1.80 -1.95 -1.09
H -0.24 -1.71 -1.70
H -1.42 -0.36 -1.71
H -2.52 -1.28 1.13
H -2.42 0.40 0.57
H -1.64 -0.08 2.07
C 0.00 1.90 -0.32
C 0.43 0.89 0.72
N 2.17 0.19 0.51
O 0.46 1.17 1.90
H 2.88 0.92 0.50
H 2.24 -0.45 1.29
H 0.58 2.82 -0.21
H 0.16 1.52 -1.33
H -1.06 2.11 -0.21
```

Record 2
C33H31N10OPtSe2 | ωB97M-V with the def2-TZVPD basis set

Output
- Total charge: +3
- Electronic energy: -185590.0986 eV
- LUMO energy (alpha / beta): -9.57 / -9.57 eV

Geometry as XYZ:
```
78
C33H31N10OPtSe2 ωB97M-V with the def2-TZVPD basis set
Pt -0.08 0.23 0.11
N -0.01 -0.42 4.49
C -0.46 -0.30 3.26
N 0.32 -0.17 2.20
C 1.71 -0.16 2.39
N 2.51 -0.04 1.39
N 1.87 0.14 0.20
C 2.55 0.15 -0.88
C 1.80 0.41 -2.09
C 2.38 0.50 -3.33
C 1.55 0.72 -4.43
C 0.19 0.83 -4.23
C -0.33 0.74 -2.95
N 0.45 0.54 -1.89
C 2.25 -0.30 3.73
C 3.62 -0.28 3.99
C 4.07 -0.40 5.29
C 3.16 -0.53 6.34
C 1.80 -0.54 6.10
C 1.36 -0.42 4.79
H -0.67 -0.53 5.25
H -1.53 -0.30 3.13
H 3.62 -0.02 -0.86
H 3.45 0.40 -3.44
H 1.97 0.80 -5.42
H -0.48 0.99 -5.06
H -1.39 0.81 -2.76
H 4.32 -0.17 3.17
H 5.13 -0.38 5.49
H 3.53 -0.61 7.36
H 1.10 -0.63 6.92
Se 0.43 2.74 0.85
C 0.20 4.39 -0.07
C 0.13 5.52 0.73
C -0.05 6.76 0.13
C -0.17 6.86 -1.25
C -0.08 5.72 -2.04
C 0.10 4.48 -1.45
H 0.24 5.44 1.81
H -0.10 7.65 0.75
H -0.32 7.82 -1.70
H -0.15 5.81 -3.11
H 0.18 3.59 -2.06
C -2.10 -3.60 -2.56
N -2.50 -3.28 -1.19
C -1.72 -2.78 -0.23
Se 0.09 -2.28 -0.40
N -2.46 -2.65 0.89
C -3.77 -3.04 0.64
C -4.91 -3.07 1.43
C -6.07 -3.50 0.82
C -6.10 -3.87 -0.53
C -4.96 -3.86 -1.31
C -3.79 -3.44 -0.69
H -1.02 -3.60 -2.63
H -2.51 -2.85 -3.24
H -2.48 -4.58 -2.81
H -2.07 -2.35 1.76
H -4.89 -2.80 2.48
H -6.98 -3.57 1.40
H -7.04 -4.19 -0.97
H -4.99 -4.18 -2.35
C -5.14 0.06 -1.79
N -4.37 0.46 -0.60
C -5.00 1.07 0.43
C -4.33 1.53 1.50
C -2.92 1.37 1.52
N -2.27 0.72 0.52
C -3.01 0.26 -0.57
O -2.45 -0.32 -1.49
N -2.22 1.88 2.54
H -6.12 -0.30 -1.48
H -4.61 -0.74 -2.29
H -5.25 0.90 -2.47
H -6.07 1.20 0.32
H -4.84 2.02 2.31
H -2.70 2.50 3.18
H -1.23 2.02 2.41
```

Sequential energy relative to the best compared isomer or geometry (same formula, charge and spin) output: 3.646, 3.519 eV